Record 1
{"formula": "C25H46N2O5RuSi4Te", "method": "ωB97M-V/def2-TZVPD", "elements": ["Ru", "C", "C", "O", "C", "C", "C", "N", "N", "C", "O", "C", "C", "C", "C", "C", "C", "H", "H", "H", "H", "H", "H", "H", "H", "H", "H", "H", "H", "C", "C", "C", "O", "C", "O", "O", "H", "H", "H", "H", "H", "H", "H", "C", "Si", "C", "C", "Si", "Te", "Si", "C", "C", "C", "Si", "C", "C", "C", "H", "H", "H", "H", "H", "H", "H", "H", "H", "H", "H", "H", "H", "H", "H", "H", "H", "H", "H", "H", "H", "H", "H", "H", "H", "H", "H"], "xyz": [[0.553, 1.273, -1.649], [-2.109, 3.517, -4.134], [-1.140, 3.278, -3.002], [-0.251, 2.348, -3.229], [-1.190, 4.062, -1.882], [-0.252, 4.029, -0.788], [-0.264, 5.154, 0.209], [0.574, 3.047, -0.636], [1.450, 3.108, 0.442], [2.136, 2.008, 0.509], [2.036, 1.026, -0.340], [3.188, 1.889, 1.554], [3.268, 2.809, 2.597], [4.257, 2.688, 3.558], [5.182, 1.653, 3.482], [5.109, 0.740, 2.441], [4.114, 0.855, 1.482], [-2.195, 2.611, -4.732], [-1.748, 4.323, -4.777], [-3.092, 3.798, -3.757], [-1.960, 4.820, -1.840], [-0.961, 5.931, -0.101], [0.733, 5.575, 0.325], [-0.560, 4.769, 1.187], [2.540, 3.608, 2.639], [4.308, 3.401, 4.371], [5.955, 1.559, 4.235], [5.825, -0.071, 2.378], [4.035, 0.146, 0.668], [3.441, -0.330, -4.015], [2.115, 0.398, -4.181], [1.927, 0.923, -5.595], [2.163, 1.512, -3.260], [0.984, -0.602, -3.839], [0.783, -1.513, -4.629], [0.369, -0.448, -2.718], [4.262, 0.323, -4.314], [3.443, -1.233, -4.624], [3.579, -0.607, -2.968], [2.766, 1.567, -5.869], [0.998, 1.492, -5.664], [1.868, 0.085, -6.286], [1.623, 2.229, -3.633], [-0.930, -3.606, -1.643], [-0.283, -3.152, 0.050], [1.537, -2.701, 0.040], [-0.450, -4.679, 1.155], [-1.540, -1.422, 1.019], [-1.521, 0.841, -0.079], [-0.892, -1.099, 3.235], [0.981, -0.988, 3.309], [-1.449, -2.518, 4.350], [-1.618, 0.499, 3.904], [-3.830, -1.885, 0.887], [-4.376, -2.003, -0.907], [-4.805, -0.499, 1.709], [-4.294, -3.505, 1.738], [-0.281, -4.357, -2.103], [-0.930, -2.741, -2.299], [-1.940, -4.022, -1.581], [2.105, -3.459, -0.509], [1.936, -2.641, 1.057], [1.698, -1.746, -0.440], [0.125, -5.509, 0.733], [-1.491, -5.001, 1.240], [-0.076, -4.489, 2.163], [1.441, -1.969, 3.166], [1.320, -0.587, 4.269], [1.350, -0.332, 2.521], [-1.046, -3.472, 4.005], [-2.538, -2.605, 4.376], [-1.101, -2.355, 5.374], [-1.396, 1.323, 3.222], [-1.193, 0.736, 4.884], [-2.704, 0.435, 4.008], [-4.039, -1.128, -1.465], [-5.467, -2.059, -0.971], [-3.961, -2.888, -1.392], [-4.496, 0.473, 1.317], [-4.648, -0.491, 2.790], [-5.877, -0.617, 1.523], [-3.754, -4.346, 1.296], [-5.365, -3.701, 1.629], [-4.062, -3.484, 2.805]], "charge": -1, "homo_energy_ev": [-4.15, -4.16], "orbital_gap_ev": [6.74, 6.75], "multiplicity": 2, "lumo_energy_ev": [2.589, 2.581]}

---

Record 2
{"formula": "C25H46N4O36S9", "method": "ωB97M-V/def2-TZVPD", "elements": ["H", "N", "C", "C", "C", "C", "N", "C", "N", "C", "C", "N", "H", "H", "H", "H", "H", "H", "H", "H", "H", "O", "S", "O", "O", "C", "C", "O", "H", "H", "H", "H", "O", "S", "O", "O", "C", "C", "O", "H", "H", "H", "H", "O", "S", "O", "O", "C", "C", "O", "H", "H", "H", "H", "O", "S", "O", "O", "C", "C", "O", "H", "H", "H", "H", "O", "S", "O", "O", "C", "C", "O", "H", "H", "H", "H", "O", "S", "O", "O", "C", "C", "O", "H", "H", "H", "H", "O", "S", "O", "O", "C", "C", "O", "H", "H", "H", "H", "O", "S", "O", "O", "C", "C", "O", "H", "H", "H", "H", "O", "S", "O", "O", "C", "C", "O", "H", "H", "H", "H"], "xyz": [[-1.296, -0.637, -1.873], [-1.595, -1.134, -1.028], [-2.541, -0.559, -0.413], [-3.171, 0.733, -0.972], [-3.155, -1.087, 0.866], [-2.370, -2.172, 1.656], [-1.783, -3.255, 0.897], [-3.396, -2.827, 2.538], [-4.212, -3.306, 3.185], [-1.379, -1.511, 2.641], [-0.086, -1.156, 2.057], [0.917, -0.887, 1.574], [-4.218, 0.873, -0.682], [-3.163, 0.678, -2.063], [-2.572, 1.606, -0.697], [-3.250, -0.237, 1.536], [-4.189, -1.379, 0.645], [-2.439, -3.608, 0.215], [-0.918, -2.978, 0.454], [-1.187, -2.246, 3.431], [-1.849, -0.650, 3.120], [-2.656, 1.714, 5.219], [-1.394, 1.872, 5.847], [-0.622, 3.055, 5.724], [-0.483, 0.611, 5.429], [-0.050, -0.085, 6.603], [-1.135, 0.171, 7.625], [-1.540, 1.531, 7.411], [0.903, 0.343, 6.921], [0.083, -1.141, 6.388], [-0.781, 0.038, 8.641], [-2.004, -0.470, 7.455], [-4.384, 1.460, 1.436], [-5.470, 2.258, 1.017], [-5.960, 2.264, -0.313], [-5.170, 3.765, 1.468], [-6.209, 4.239, 2.333], [-6.721, 2.998, 3.029], [-6.691, 1.982, 2.014], [-6.983, 4.702, 1.716], [-5.815, 4.972, 3.031], [-7.729, 3.119, 3.417], [-6.055, 2.692, 3.839], [-3.463, 2.538, 7.728], [-4.593, 3.314, 7.349], [-5.121, 3.299, 6.034], [-4.324, 4.836, 7.786], [-5.356, 5.286, 8.668], [-5.828, 4.036, 9.380], [-5.797, 3.018, 8.375], [-6.154, 5.727, 8.067], [-4.966, 6.034, 9.354], [-6.831, 4.139, 9.786], [-5.140, 3.749, 10.179], [1.023, 1.571, -3.185], [0.080, 0.762, -3.873], [-1.203, 0.478, -3.321], [0.795, -0.614, -4.262], [0.730, -0.805, -5.680], [0.695, 0.589, -6.261], [-0.125, 1.338, -5.349], [-0.188, -1.353, -5.909], [1.587, -1.376, -6.028], [0.273, 0.615, -7.261], [1.689, 1.040, -6.275], [-1.042, 2.746, -6.704], [-0.694, 3.700, -7.697], [0.454, 4.519, -7.572], [-1.973, 4.625, -7.993], [-2.323, 4.553, -9.380], [-1.874, 3.176, -9.819], [-0.639, 2.964, -9.124], [-1.782, 5.338, -9.912], [-3.392, 4.701, -9.507], [-1.722, 3.108, -10.893], [-2.581, 2.406, -9.503], [4.340, 6.786, -3.722], [4.272, 5.890, -2.623], [5.331, 5.772, -1.688], [3.896, 4.439, -3.181], [2.688, 3.967, -2.558], [1.914, 5.222, -2.229], [2.915, 6.164, -1.814], [2.960, 3.419, -1.654], [2.145, 3.310, -3.227], [1.185, 5.067, -1.439], [1.413, 5.624, -3.112], [3.540, -2.435, -7.659], [4.749, -2.369, -6.912], [5.655, -1.288, -7.036], [5.540, -3.743, -7.118], [5.765, -4.377, -5.845], [4.610, -3.927, -4.982], [4.395, -2.558, -5.361], [6.719, -4.020, -5.451], [5.800, -5.454, -5.956], [4.826, -4.000, -3.920], [3.702, -4.490, -5.207], [5.836, -7.319, -5.072], [7.111, -7.912, -4.859], [8.010, -7.413, -3.887], [7.856, -8.005, -6.273], [8.203, -9.366, -6.559], [7.149, -10.186, -5.847], [6.918, -9.481, -4.620], [9.199, -9.557, -6.155], [8.210, -9.538, -7.632], [7.472, -11.203, -5.647], [6.213, -10.206, -6.410], [0.126, -3.556, 9.248], [1.240, -2.892, 8.678], [1.505, -2.910, 7.286], [2.557, -3.346, 9.467], [3.218, -2.205, 10.028], [2.110, -1.207, 10.286], [1.225, -1.361, 9.168], [3.933, -1.827, 9.293], [3.747, -2.483, 10.936], [2.472, -0.185, 10.348], [1.556, -1.452, 11.195]], "charge": 0, "homo_energy_ev": -8.23, "orbital_gap_ev": 8.52, "lumo_energy_ev": 0.291, "smiles": "[H]/N=C(\\C)C[C@](N)(C#N)CC#N.O=S1(=O)OCCO1.O=S1(=O)OCCO1.O=S1(=O)OCCO1.O=S1(=O)OCCO1.O=S1(=O)OCCO1.O=S1(=O)OCCO1.O=S1(=O)OCCO1.O=S1(=O)OCCO1.O=S1(=O)OCCO1"}